[1]
Below is a molecular structure, C19H24BrCsN4O5, with properties calculated with ωB97M-V/def2-TZVPD.

Properties
F_max   2.89 eV Å⁻¹
Kohn-Sham gap   7.2 eV
ΔE to the lowest compared entry with this formula, charge and spin   99.0 kJ/mol
HOMO level   -0.2721 Ha
E_LUMO   -0.2 eV
Energy   -3927.67040 hartree

Structure (ORCA input):
```
! RIJCOSX wB97M-V def2-TZVPD def2/J DEFGRID3
* xyz 0 1
Cs 1.77513 0.45779 0.34846
O -2.73370 0.49154 -3.23533
C -1.88744 -0.38193 -3.85858
C -2.37296 -1.04929 -4.97581
C -1.55022 -1.93007 -5.66152
C -0.24535 -2.15197 -5.23141
C 0.22398 -1.47337 -4.11465
C -0.57769 -0.58281 -3.41199
C 0.03674 0.18335 -2.23267
O 1.27435 -0.18196 -1.88009
N -1.00570 -0.03476 -1.11519
N -0.98343 0.75113 -0.01681
C -1.56688 0.37311 1.05400
C -1.56238 1.22122 2.26732
Br -0.00436 2.28253 2.54517
C -2.47931 1.24866 3.22544
C -3.76427 0.50684 3.21327
C -4.22091 -0.02051 4.42080
C -5.40847 -0.73301 4.48633
C -6.16876 -0.91824 3.33784
C -5.73517 -0.37845 2.13417
C -4.54387 0.33347 2.07123
H -2.34128 0.68132 -2.36516
H -3.39288 -0.86285 -5.28993
H -1.93266 -2.44633 -6.53412
H 0.39892 -2.83877 -5.76624
H 1.23476 -1.60349 -3.74559
H -0.07535 1.26521 -2.43702
H -1.29343 -1.00305 -0.98998
H -2.08932 -0.58052 1.12344
H -2.26249 1.82043 4.12002
H -3.62710 0.12198 5.31714
H -5.73925 -1.14190 5.43257
H -7.09773 -1.47174 3.38465
H -6.33050 -0.50350 1.23839
H -4.22909 0.77251 1.13203
C 6.14166 -2.27324 3.00842
O 4.80800 -1.76007 2.97690
C 4.43044 -0.87414 2.03392
O 3.31109 -0.41936 2.02651
N 5.38962 -0.54431 1.11070
N 5.04951 0.34959 0.09569
H 6.19303 -2.92107 3.87605
H 6.87104 -1.47070 3.12525
H 6.35481 -2.86495 2.11661
H 6.30385 -0.95477 1.13291
H 5.09059 -0.10106 -0.80861
H 5.63891 1.16931 0.12452
C 2.87829 3.65713 -1.81111
O 2.98567 3.72012 -0.38856
H 2.96300 4.64407 -2.26848
H 1.94517 3.18727 -2.12922
H 3.70020 3.04004 -2.16677
H 2.22317 4.19358 -0.04492
*
```

=====

[2]
Below is a molecular structure, C3H7IO2S, with properties calculated with ωB97M-V/def2-TZVPD.

Properties
F_max   4.65 eV Å⁻¹
Kohn-Sham gap (alpha / beta)   6.6 / 6.6 eV
ΔE to the lowest compared entry with this formula, charge and spin   240.5 kJ/mol
HOMO level (alpha / beta)   -0.2911 / -0.2912 Ha
E_LUMO (alpha / beta)   -1.3 / -1.3 eV
Energy   -964.75263 hartree

Structure (ORCA input):
```
! RIJCOSX wB97M-V def2-TZVPD def2/J DEFGRID3
* xyz 0 1
C -1.24880 1.52783 -0.27273
C 0.64100 -1.43810 0.71449
C 0.02702 -0.20308 1.46604
O -0.00286 0.23955 -1.89737
O -0.01336 -1.94376 -0.19185
S 0.22989 1.34814 0.49442
I 2.78312 0.25516 -0.08483
H -1.17797 2.34843 -0.93889
H -1.95694 0.79091 -0.15332
H 0.09849 0.14169 -2.82972
H 1.40114 -2.06024 1.08777
H 0.56448 -0.16139 2.43407
H -0.96748 -0.26449 1.72571
H -0.37774 -0.58065 -1.55378
*
```

=====

[3]
Below is a molecular structure, C26H23Cl2N7S2Sn, with properties calculated with ωB97M-V/def2-TZVPD.

Properties
F_max   2.05 eV Å⁻¹
Kohn-Sham gap (alpha / beta)   5.7 / 5.7 eV
ΔE to the lowest compared entry with this formula, charge and spin   60.2 kJ/mol
HOMO level (alpha / beta)   -0.2482 / -0.2482 Ha
E_LUMO (alpha / beta)   -1.0 / -1.0 eV
Energy   -3318.89642 hartree

Structure (ORCA input):
```
! RIJCOSX wB97M-V def2-TZVPD def2/J DEFGRID3
* xyz 0 1
Sn -0.18288 0.29262 -0.36984
C -5.21308 -1.76468 -2.94844
S -5.00138 -0.73208 -1.46024
C -3.26818 -0.68638 -1.30124
S -2.70608 0.05942 0.14026
N -2.59368 -1.17428 -2.29484
N -1.27878 -1.29558 -2.15014
C -0.55248 -1.53468 -3.18284
C 0.85832 -1.77238 -3.02344
C 1.68732 -1.90398 -4.14414
C 3.02262 -2.19508 -3.95834
C 3.50042 -2.34818 -2.66434
C 2.61172 -2.16808 -1.61484
N 1.33422 -1.88188 -1.77604
H -6.27748 -1.77668 -3.16354
H -4.85778 -2.76778 -2.73614
H -4.66128 -1.32758 -3.77354
H -0.98498 -1.60548 -4.17884
H 1.27572 -1.77218 -5.13404
H 3.68352 -2.30658 -4.80634
H 4.53132 -2.60818 -2.47754
H 2.93772 -2.27148 -0.59164
C -0.71328 -3.36608 3.91016
C -0.75408 -2.16798 4.60236
C -0.36698 -0.99068 3.99606
C 0.07842 -0.99218 2.67096
C 0.14492 -2.21208 1.98956
C -0.25288 -3.38148 2.60156
N 0.32162 0.16502 1.97086
C 0.85902 1.25852 2.48356
C 1.63272 1.29832 3.67606
C 2.19252 2.45892 4.11556
C 2.00092 3.67052 3.42076
C 1.28722 3.67882 2.26066
C 0.71972 2.48962 1.75146
N -0.02018 2.44992 0.63746
N -0.33908 3.54162 0.03396
C -1.09288 3.41382 -1.08654
C -1.82728 4.53642 -1.50654
C -2.63368 4.43802 -2.61334
C -2.64668 3.24252 -3.33214
C -1.86378 2.19932 -2.87844
N -1.12638 2.26052 -1.77914
H -1.04218 -4.27788 4.38596
H -1.10868 -2.14998 5.62196
H -0.45518 -0.05658 4.52946
H 0.51382 -2.22278 0.96786
H -0.21498 -4.31398 2.05606
H 1.80592 0.37692 4.21056
H 2.79812 2.45692 5.01076
H 2.42932 4.58132 3.81026
H 1.12962 4.57982 1.68836
H -1.76738 5.44212 -0.92514
H -3.24928 5.27132 -2.92554
H -3.24868 3.13422 -4.22094
H -1.82248 1.26002 -3.41444
Cl 3.58332 -0.00018 1.06086
C 4.29512 -1.36678 1.94586
Cl 3.20212 -1.94638 3.21626
H 5.21712 -1.03028 2.41406
H 4.46932 -2.18808 1.25296
*
```

=====

[4]
Below is a molecular structure, C16H32IrO2P2, with properties calculated with ωB97M-V/def2-TZVPD.

Properties
F_max   5.82 eV Å⁻¹
Kohn-Sham gap (alpha / beta)   7.5 / 7.3 eV
ΔE to the lowest compared entry with this formula, charge and spin   105.4 kJ/mol
HOMO level (alpha / beta)   -0.4989 / -0.5135 Ha
E_LUMO (alpha / beta)   -6.1 / -6.7 eV
Energy   -1565.45428 hartree

Structure (ORCA input):
```
! RIJCOSX wB97M-V def2-TZVPD def2/J DEFGRID3
* xyz 2 6
P 1.09359 2.12244 0.25894
P -2.11880 0.13363 -1.30528
C 0.20174 2.00987 -1.29054
C -1.34324 1.82941 -1.25206
H 0.66838 1.16596 -1.85083
H 0.45742 2.90220 -1.88104
H -1.75618 2.37202 -0.38285
H -1.73376 2.33554 -2.15851
C -2.62066 0.18132 -3.10119
H -3.13574 -0.75894 -3.35121
H -1.74251 0.28973 -3.76232
H -3.30152 1.02737 -3.28847
C -3.68119 0.14324 -0.42999
H -4.39884 0.64112 -1.10300
H -3.61764 0.71164 0.51107
H -4.05108 -0.87242 -0.22724
C 2.69189 2.85397 -0.18044
H 3.32984 2.81593 0.70640
H 2.63476 3.89610 -0.49516
H 3.18025 2.29126 -0.97776
C 0.39361 3.27771 1.42360
H -0.69921 3.19908 1.49902
H 0.63390 4.30783 1.10693
H 0.84159 3.11350 2.41458
Ir -0.76058 -2.24634 3.51650
C -0.74542 -1.01695 -1.63186
C 0.47773 -0.59062 -2.41268
C 1.81048 -1.24991 -2.23456
C 2.49816 -1.55975 -0.83457
C 2.76678 -0.31438 -0.14738
C 1.73925 0.44465 0.48331
C 0.32417 -0.32572 0.75201
C -0.32227 -1.40753 -0.11349
C -0.33957 -1.26803 5.10747
H -1.27955 -1.95896 -1.93750
H 0.35547 -0.05189 -3.39141
H 2.50416 -0.50114 -2.69865
H 1.89407 -2.23526 -2.75075
H 1.96204 -2.32518 -0.24891
H 3.48897 -1.99849 -1.03703
H 3.76920 0.12342 -0.26054
H 2.16824 0.70756 1.48430
H -0.50594 0.39366 0.87386
H 0.34567 -0.73689 1.78328
H 0.21847 -2.36123 -0.18768
H -1.24897 -1.68005 0.45410
H -1.20362 -1.47325 5.76214
H -0.26329 -0.21091 4.84137
H 0.58281 -1.62605 5.59270
O 0.57265 -3.67207 2.44921
C -0.53031 -4.19671 2.04229
O -1.58166 -3.46939 2.30833
H -0.62376 -5.18211 1.55351
*
```

=====

[5]
Below is a molecular structure, C29H34Cl2NNdOP2Si, with properties calculated with ωB97M-V/def2-TZVPD.

Properties
F_max   0.93 eV Å⁻¹
Kohn-Sham gap (alpha / beta)   7.5 / 7.8 eV
ΔE to the lowest compared entry with this formula, charge and spin   76.1 kJ/mol
HOMO level (alpha / beta)   -0.5117 / -0.5126 Ha
E_LUMO (alpha / beta)   -6.4 / -6.1 eV
Energy   -3709.04734 hartree

Structure (ORCA input):
```
! RIJCOSX wB97M-V def2-TZVPD def2/J DEFGRID3
* xyz 2 4
Nd 0.04307 -0.24023 -0.02644
C 1.25751 4.09023 1.94513
N 0.73810 2.82056 1.39810
P -0.03592 2.75691 -0.15154
C -1.80097 2.60718 0.29184
C -2.61665 1.77540 -0.47596
C -3.97205 1.64392 -0.19043
C -4.50851 2.33592 0.88326
C -3.69595 3.15289 1.67205
C -2.34845 3.28867 1.37954
C 0.20080 4.39159 -0.85040
C -0.81395 5.33931 -0.94441
C -0.53002 6.59130 -1.47368
C 0.75288 6.89204 -1.90767
C 1.76218 5.93870 -1.83194
C 1.48643 4.68539 -1.31424
P 1.58340 1.36258 1.71338
C 3.24109 1.62790 1.04556
C 4.22242 2.38806 1.68126
C 5.41179 2.67077 1.02405
C 5.62933 2.20171 -0.26622
C 4.66386 1.43713 -0.90783
C 3.47973 1.15590 -0.24645
C 1.69805 1.25805 3.50450
C 2.78253 0.61960 4.10307
C 2.83571 0.49976 5.48468
C 1.81056 1.00893 6.26714
C 0.71511 1.62329 5.67269
C 0.65104 1.74029 4.29299
H 0.51766 4.87986 1.82616
H 2.17562 4.40331 1.44434
H 1.45988 3.96731 3.00734
H -2.21161 1.27592 -1.35728
H -4.60652 1.02226 -0.80944
H -5.56674 2.25606 1.09966
H -4.12402 3.69724 2.50486
H -1.71815 3.92132 1.99334
H -1.82058 5.11100 -0.61773
H -1.31634 7.33041 -1.54993
H 0.96739 7.87139 -2.31502
H 2.75833 6.17039 -2.18473
H 2.26918 3.93361 -1.26663
H 4.06069 2.75239 2.68866
H 6.17337 3.25756 1.52064
H 6.55898 2.42574 -0.77335
H 4.84396 1.05744 -1.90496
H 2.74089 0.53650 -0.74902
H 3.58386 0.21687 3.49547
H 3.68142 0.01179 5.95035
H 1.86413 0.92999 7.34511
H -0.08371 2.01763 6.28707
H -0.19869 2.22285 3.82184
Cl -1.58247 -0.10391 2.12782
C -3.09077 -0.18833 3.16190
Cl -3.10439 -1.63456 4.10951
H -3.92689 -0.16415 2.47546
H -3.03790 0.68734 3.79625
C 1.50786 -4.49914 0.27029
Si 0.18406 -3.26160 0.52905
C -1.27991 -3.96090 1.39368
C -0.51547 -2.64456 -1.19829
O 0.73123 -1.82538 1.13583
H 1.08266 -5.43513 -0.10080
H 1.99421 -4.70868 1.22752
H 2.27672 -4.16584 -0.42944
H -1.49017 -4.95232 0.98307
H -2.17840 -3.35071 1.27930
H -1.09032 -4.08248 2.46391
H -0.98861 -3.47203 -1.72826
H 0.27705 -2.27500 -1.86939
H -1.32706 -1.91027 -1.09299
*
```

=====

Repeat the fifth record exactly.
Below is a molecular structure, C29H34Cl2NNdOP2Si, with properties calculated with ωB97M-V/def2-TZVPD.

Properties
F_max   0.93 eV Å⁻¹
Kohn-Sham gap (alpha / beta)   7.5 / 7.8 eV
ΔE to the lowest compared entry with this formula, charge and spin   76.1 kJ/mol
HOMO level (alpha / beta)   -0.5117 / -0.5126 Ha
E_LUMO (alpha / beta)   -6.4 / -6.1 eV
Energy   -3709.04734 hartree

Structure (ORCA input):
```
! RIJCOSX wB97M-V def2-TZVPD def2/J DEFGRID3
* xyz 2 4
Nd 0.04307 -0.24023 -0.02644
C 1.25751 4.09023 1.94513
N 0.73810 2.82056 1.39810
P -0.03592 2.75691 -0.15154
C -1.80097 2.60718 0.29184
C -2.61665 1.77540 -0.47596
C -3.97205 1.64392 -0.19043
C -4.50851 2.33592 0.88326
C -3.69595 3.15289 1.67205
C -2.34845 3.28867 1.37954
C 0.20080 4.39159 -0.85040
C -0.81395 5.33931 -0.94441
C -0.53002 6.59130 -1.47368
C 0.75288 6.89204 -1.90767
C 1.76218 5.93870 -1.83194
C 1.48643 4.68539 -1.31424
P 1.58340 1.36258 1.71338
C 3.24109 1.62790 1.04556
C 4.22242 2.38806 1.68126
C 5.41179 2.67077 1.02405
C 5.62933 2.20171 -0.26622
C 4.66386 1.43713 -0.90783
C 3.47973 1.15590 -0.24645
C 1.69805 1.25805 3.50450
C 2.78253 0.61960 4.10307
C 2.83571 0.49976 5.48468
C 1.81056 1.00893 6.26714
C 0.71511 1.62329 5.67269
C 0.65104 1.74029 4.29299
H 0.51766 4.87986 1.82616
H 2.17562 4.40331 1.44434
H 1.45988 3.96731 3.00734
H -2.21161 1.27592 -1.35728
H -4.60652 1.02226 -0.80944
H -5.56674 2.25606 1.09966
H -4.12402 3.69724 2.50486
H -1.71815 3.92132 1.99334
H -1.82058 5.11100 -0.61773
H -1.31634 7.33041 -1.54993
H 0.96739 7.87139 -2.31502
H 2.75833 6.17039 -2.18473
H 2.26918 3.93361 -1.26663
H 4.06069 2.75239 2.68866
H 6.17337 3.25756 1.52064
H 6.55898 2.42574 -0.77335
H 4.84396 1.05744 -1.90496
H 2.74089 0.53650 -0.74902
H 3.58386 0.21687 3.49547
H 3.68142 0.01179 5.95035
H 1.86413 0.92999 7.34511
H -0.08371 2.01763 6.28707
H -0.19869 2.22285 3.82184
Cl -1.58247 -0.10391 2.12782
C -3.09077 -0.18833 3.16190
Cl -3.10439 -1.63456 4.10951
H -3.92689 -0.16415 2.47546
H -3.03790 0.68734 3.79625
C 1.50786 -4.49914 0.27029
Si 0.18406 -3.26160 0.52905
C -1.27991 -3.96090 1.39368
C -0.51547 -2.64456 -1.19829
O 0.73123 -1.82538 1.13583
H 1.08266 -5.43513 -0.10080
H 1.99421 -4.70868 1.22752
H 2.27672 -4.16584 -0.42944
H -1.49017 -4.95232 0.98307
H -2.17840 -3.35071 1.27930
H -1.09032 -4.08248 2.46391
H -0.98861 -3.47203 -1.72826
H 0.27705 -2.27500 -1.86939
H -1.32706 -1.91027 -1.09299
*
```

=====

> Which of these has the highest energy?

C3H7IO2S